Entry 1:
Formula: C3Cl4O2
Source: OMol25
Level of theory: ωB97M-V/def2-TZVPD

Its structure (SMILES) is O=C=C(Cl)Cl.O=C(Cl)Cl. For the HOMO energy, the calculation gives -9.1 eV.

Structure (XYZ):
```
9
C3Cl4O2 | OMol25 | ωB97M-V/def2-TZVPD
C -1.180 0.235 -0.625
C -0.902 -0.830 -1.318
C 1.329 -0.044 1.056
O -0.470 -1.768 -1.826
O 0.988 -1.188 1.169
Cl -2.220 0.155 0.750
Cl -0.588 1.755 -1.139
Cl 0.954 1.112 2.250
Cl 2.091 0.575 -0.319
```

Mulliken population analysis, charges in e, atoms 1 to 6: number 1, C, carries -0.020; number 2, C, carries 0.526; number 3, C, carries 0.566; number 4, O, carries -0.301; number 5, O, carries -0.375; number 6, Cl, carries -0.124

---

Entry 2:
Formula: C8H6FNO
Source: OMol25
Level of theory: ωB97M-V/def2-TZVPD

Its structure (SMILES) is N#C[C@@](O)(F)c1ccccc1. For the HOMO energy, the calculation gives -9.9 eV.

Structure (XYZ):
```
17
C8H6FNO | OMol25 | ωB97M-V/def2-TZVPD
C 2.030 0.934 -1.222
C -1.964 -1.402 0.277
C -0.749 -1.859 0.680
C -2.089 -0.164 -0.434
C 0.342 -0.963 0.667
C -0.964 0.532 -0.632
C 0.187 0.233 0.054
C 1.319 1.210 0.044
N 2.423 0.743 -2.293
O 2.223 1.016 1.344
F 0.873 2.545 0.020
H -2.825 -2.119 0.230
H -0.781 -2.798 1.066
H -2.922 0.022 -1.057
H 1.335 -1.086 1.058
H -0.897 1.262 -1.355
H 2.458 1.894 1.553
```

Mulliken population analysis, charges in e, atoms 1 to 6: number 1, C, carries 0.019; number 2, C, carries -0.185; number 3, C, carries -0.829; number 4, C, carries -0.633; number 5, C, carries -0.087; number 6, C, carries -0.344

---

Entry 3:
Formula: C3H3O4Rb
Source: OMol25
Level of theory: ωB97M-V/def2-TZVPD

As for the charge: +1. As for the spin multiplicity: 2. For the HOMO energy (spin up / spin down), the calculation gives -14.1 / -14.0 eV.

Structure (XYZ):
```
11
C3H3O4Rb | OMol25 | ωB97M-V/def2-TZVPD
C -3.338 -1.356 -0.845
C -2.396 -2.537 -0.771
O -1.201 -2.231 -0.222
O -2.998 -0.272 -0.412
H -4.328 -1.511 -1.311
H -2.860 -3.381 -0.212
Rb -0.288 0.745 0.795
O 5.288 1.566 -0.796
O 3.072 1.666 -0.141
C 4.178 1.615 -0.493
H -2.240 -2.998 -1.772
```

Mulliken population analysis, charges in e, atoms 1 to 6: number 1, C, carries 0.109; number 2, C, carries -0.291; number 3, O, carries -0.307; number 4, O, carries -0.439; number 5, H, carries 0.366; number 6, H, carries 0.292

---

Entry 4:
Formula: C5H16O2S
Source: OMol25
Level of theory: ωB97M-V/def2-TZVPD

Its structure (SMILES) is CCCCSC.O.O. For the HOMO energy, the calculation gives -8.6 eV.

Structure (XYZ):
```
24
C5H16O2S | OMol25 | ωB97M-V/def2-TZVPD
C 0.235 -1.181 1.801
C -0.499 -1.052 0.455
C 0.142 -1.903 -0.693
C 1.382 -1.288 -1.258
S 1.493 0.229 -2.172
C 2.275 1.315 -0.941
H 0.577 -2.212 1.924
H 1.132 -0.560 1.845
H -0.375 -1.012 2.693
H -0.482 -0.011 0.145
H -1.503 -1.454 0.611
H -0.611 -2.012 -1.481
H 0.331 -2.877 -0.250
H 2.206 -1.381 -0.532
H 1.807 -1.999 -1.990
H 1.587 2.048 -0.531
H 3.069 1.832 -1.487
H 2.724 0.869 -0.054
H -0.522 1.239 1.679
H -0.192 2.400 0.821
O 0.019 2.034 1.692
H -5.694 2.370 -0.899
H -4.268 2.600 -0.436
O -4.832 2.005 -0.943
```

Mulliken population analysis, charges in e, atoms 1 to 6: number 1, C, carries -1.319; number 2, C, carries -0.208; number 3, C, carries -0.633; number 4, C, carries -0.803; number 5, S, carries -0.075; number 6, C, carries -0.710

---

Number 1: maximum force 0.0545 hartree/bohr, molecular weight 209.84 g mol⁻¹. Number 2: maximum force 0.0986 hartree/bohr, molecular weight 151.14 g mol⁻¹. Number 3: maximum force 0.0193 hartree/bohr, molecular weight 188.52 g mol⁻¹. Number 4: maximum force 0.0641 hartree/bohr, molecular weight 140.25 g mol⁻¹.